A:
{"formula": "C4H13NP", "method": "the ωB97M-V functional and the def2-TZVPD basis", "charge": 1, "homo_ev": [-12.229, -12.049], "orbital_gap_ev": [7.35, 7.27], "lumo_ev": [-4.9, -4.8], "elements": ["C", "C", "C", "C", "N", "P", "H", "H", "H", "H", "H", "H", "H", "H", "H", "H", "H", "H", "H"], "xyz": [[-0.2546, 0.7735, -0.3606], [-3.2421, -0.2712, -1.2606], [3.2522, -1.4214, 0.6494], [0.7334, 0.1183, 0.3589], [0.8168, 0.8106, 1.6205], [2.1192, -0.6177, -0.4079], [-1.0908, 0.4284, 0.0942], [-0.3241, 0.4973, -1.4305], [-0.4033, 1.9177, -0.3551], [-3.3957, -1.3489, -1.4347], [-4.1392, 0.2748, -1.6767], [-3.3033, -0.0415, -0.2025], [3.8202, -0.7742, 1.3158], [3.8055, -2.3282, 0.3491], [-2.3210, 0.1435, -1.7465], [-0.1792, 0.8541, 1.9464], [1.4925, 0.3476, 2.2586], [1.1872, 1.8243, 1.6807], [1.4262, -1.1868, -1.3985]]}



B:
{"formula": "C4H13NP", "method": "the ωB97M-V functional and the def2-TZVPD basis", "charge": 1, "homo_ev": [-11.059, -10.397], "orbital_gap_ev": [4.46, 3.19], "lumo_ev": [-6.6, -7.2], "elements": ["C", "C", "C", "C", "N", "P", "H", "H", "H", "H", "H", "H", "H", "H", "H", "H", "H", "H", "H"], "xyz": [[-3.6220, 0.0768, -0.2575], [4.5651, 0.1356, 0.6537], [-2.3560, -0.7029, 0.2108], [-0.4409, 0.4339, -0.7388], [-1.1372, 0.0736, 0.4604], [3.1577, -0.2024, -0.4914], [-4.0687, 0.6421, 0.5367], [-3.5278, 0.7602, -1.1588], [-4.4544, -0.5098, -0.6716], [4.7697, 1.0978, 0.7308], [5.3666, -0.4641, 0.2106], [4.4822, -0.3564, 1.5472], [-2.2531, -1.4604, -0.6839], [-2.5993, -1.4785, 1.0309], [0.2058, 1.2383, -0.6429], [0.0891, -0.3450, -1.3451], [-0.3959, -0.2668, 1.2080], [-1.5095, 0.9506, 0.9110], [3.7283, 0.3774, -1.5100]]}



Least stable structure: B